DFT (ωB97M-V/def2-TZVPD) results for an isolated molecule of CHBrClNO2 at a distorted geometry.

XYZ file:
```
7
Properties=species:S:1:pos:R:3:lowdin_charge:R:1
O 1.6150 0.8787 -0.2592 0.100
N 0.8735 0.1446 0.3451 -0.514
O 0.9816 -0.3956 1.3993 0.051
C -0.4831 0.0161 -0.2853 -0.939
Cl -1.9185 0.9603 0.3941 0.555
Br -0.7432 -1.9147 -0.3224 0.722
H -0.3253 0.3106 -1.2717 0.026
```

Summary:
- DFT total energy (eV) = -89199.4606
- relative energy (zero: lowest compared OMol25 entry of this formula, charge and spin) (kcal per mole) = 3.2
- lowest unoccupied orbital energy (hartree) = -0.0299
- strongest force on any atom (eV Å⁻¹) = 2.56
- SMILES string = O=[N+]([O-])[C@H](Cl)Br
- gap between HOMO and LUMO (eV) = 10.4
- HOMO energy (eV) = -11.2294